Entry 1:
184
Properties=species:S:1:pos:R:3:mulliken_charge:R:1 method="wB97M-V/def2-TZVPD" homo_lumo_gap_ev=8.92 spin_multiplicity=1 largest_force_ev_per_a=2.85 de_lowest_ev=4.1047
C 2.195 -8.757 6.676 -0.706
O 3.385 -8.174 6.221 -0.362
C 3.397 -7.887 4.765 -0.114
C 4.756 -7.324 4.355 -0.749
N 4.902 -7.012 2.885 -0.331
C 4.220 -5.826 2.357 0.010
C 4.516 -5.794 0.857 -0.762
O 4.389 -4.545 0.212 -0.409
C 3.044 -4.136 0.015 -0.500
H 2.201 -9.847 6.664 0.282
H 1.353 -8.331 6.131 0.294
H 2.039 -8.613 7.745 0.261
H 2.688 -7.109 4.481 0.097
H 3.199 -8.757 4.140 0.295
H 5.507 -8.078 4.594 0.364
H 5.020 -6.448 4.948 0.319
H 5.844 -7.083 2.528 0.238
H 4.690 -4.974 2.849 0.240
H 3.154 -5.785 2.579 0.079
H 4.050 -6.616 0.314 0.311
H 5.563 -6.053 0.702 0.434
H 2.481 -4.807 -0.634 0.394
H 3.053 -3.125 -0.393 0.221
H 2.445 -4.112 0.925 0.089
C -3.883 5.108 -1.403 -1.135
O -2.739 5.323 -0.638 -0.100
C -2.793 6.539 0.071 -0.551
C -1.608 6.714 0.990 -0.852
N -1.855 6.383 2.411 -0.438
C -2.142 4.947 2.683 -1.271
C -1.030 3.855 2.281 2.698
O 0.104 4.008 3.183 -0.546
C 1.160 2.954 3.038 -0.001
H -3.856 4.264 -2.092 0.187
H -4.106 5.970 -2.031 0.494
H -4.763 5.061 -0.762 0.345
H -3.741 6.692 0.588 0.406
H -2.701 7.297 -0.707 0.567
H -1.179 7.702 0.821 0.426
H -0.799 6.039 0.710 0.210
H -2.690 6.836 2.753 0.339
H -3.088 4.672 2.215 0.447
H -2.373 4.865 3.745 0.520
H -0.695 4.019 1.257 -0.956
H -1.431 2.842 2.241 -1.004
H 2.100 3.200 3.531 0.404
H 1.527 2.831 2.019 -0.115
H 0.776 1.993 3.382 -0.012
C -1.134 -0.535 4.109 -1.146
C -1.515 -1.976 4.029 2.140
C -0.658 -2.750 5.043 -1.501
O 0.635 -2.921 4.517 -0.193
C 1.568 -3.800 5.232 -0.810
N -2.947 -2.101 4.333 -0.468
H -1.469 0.046 3.250 -0.307
H -0.056 -0.409 4.209 0.354
H -1.585 0.025 4.929 0.630
H -1.385 -2.432 3.047 -0.760
H -1.076 -3.750 5.153 0.526
H -0.760 -2.400 6.071 0.357
H 2.436 -3.999 4.603 0.098
H 1.088 -4.697 5.620 0.367
H 1.914 -3.204 6.077 0.343
H -3.272 -3.057 4.354 0.276
H -3.114 -1.705 5.246 0.252
C 5.260 3.424 2.092 -1.379
C 5.800 2.971 0.813 0.442
C 5.875 1.441 0.644 -0.791
O 4.581 0.843 0.502 -0.019
C 4.720 -0.578 0.839 -0.665
N 4.864 3.506 -0.177 -0.711
H 5.065 4.497 2.085 0.434
H 6.062 3.253 2.810 0.430
H 4.356 2.882 2.370 0.025
H 6.800 3.326 0.566 0.517
H 6.365 1.048 1.536 0.371
H 6.442 1.265 -0.270 0.339
H 5.440 -1.155 0.259 0.328
H 3.749 -1.071 0.888 -0.056
H 5.032 -0.575 1.883 0.476
H 4.143 2.811 -0.048 0.032
H 5.087 3.262 -1.132 0.320
C 0.820 -1.134 1.007 -0.006
C 0.422 -0.419 -0.262 1.828
C -0.066 1.011 0.026 0.058
O -0.575 1.562 -1.167 0.448
C -1.209 2.768 -1.022 -0.383
N 1.575 -0.418 -1.142 -0.241
H -0.108 -1.395 1.517 -0.742
H 1.405 -0.494 1.667 0.753
H 1.334 -2.080 0.838 -0.794
H -0.348 -1.045 -0.713 -0.336
H 0.837 1.589 0.221 -0.066
H -0.706 1.134 0.900 -0.562
H -1.741 2.954 -1.955 -0.172
H -0.532 3.566 -0.718 0.552
H -2.001 2.527 -0.314 0.285
H 2.422 -0.160 -0.656 0.122
H 1.592 0.356 -1.790 -0.220
C 2.232 1.496 -6.282 -0.911
C 3.480 1.893 -5.454 0.329
C 3.572 1.312 -4.039 -0.626
O 2.430 1.386 -3.221 -0.490
C 2.024 2.718 -2.852 0.863
N 4.661 1.440 -6.218 -0.757
H 2.294 1.854 -7.310 0.493
H 1.416 1.989 -5.753 -0.120
H 2.119 0.423 -6.430 0.331
H 3.518 2.975 -5.334 0.209
H 4.489 1.686 -3.582 0.111
H 3.552 0.270 -4.355 0.447
H 0.942 2.667 -2.734 -1.118
H 2.126 3.428 -3.673 0.460
H 2.513 3.009 -1.922 -0.105
H 4.617 0.432 -6.273 0.306
H 4.500 1.719 -7.175 0.290
C -4.527 2.262 3.687 -1.529
C -4.130 1.370 2.425 2.638
C -5.078 0.174 2.123 -1.248
O -4.865 -0.546 0.926 -0.246
C -3.939 -1.579 1.128 -1.022
N -4.125 2.248 1.227 -0.154
H -5.568 2.580 3.625 0.394
H -3.860 3.119 3.773 0.258
H -4.336 1.730 4.619 0.401
H -3.135 0.927 2.450 -1.801
H -6.090 0.578 2.081 0.281
H -5.144 -0.502 2.975 0.474
H -3.929 -2.136 2.066 0.596
H -2.943 -1.139 1.089 0.301
H -3.997 -2.316 0.328 0.369
H -4.284 1.605 0.464 -0.211
H -4.971 2.799 1.237 0.324
C -0.911 -3.850 -0.573 -0.632
C -0.821 -5.382 -0.721 0.150
C -0.399 -6.115 0.603 0.153
O -0.869 -7.456 0.581 -0.505
C -0.077 -8.428 -0.049 -0.601
N -2.140 -5.816 -1.169 -0.667
H -1.450 -3.604 0.343 -0.078
H -1.258 -3.395 -1.500 0.328
H 0.091 -3.507 -0.314 -0.098
H -0.083 -5.615 -1.489 0.400
H -0.752 -5.526 1.450 0.223
H 0.664 -5.958 0.784 -0.043
H 0.076 -8.063 -1.065 0.295
H -0.512 -9.426 0.005 0.244
H 0.929 -8.348 0.362 0.224
H -2.004 -6.063 -2.139 0.277
H -2.313 -6.697 -0.706 0.297
C -3.523 5.867 -5.209 -1.165
C -2.268 6.668 -4.936 0.658
C -1.074 6.228 -5.845 -0.734
O -0.895 4.774 -5.698 -0.408
C -0.573 4.256 -4.430 -0.174
N -2.738 8.031 -5.078 -0.655
H -3.400 4.839 -4.867 0.119
H -3.618 5.874 -6.295 0.418
H -4.471 6.201 -4.789 0.351
H -1.995 6.487 -3.896 0.050
H -0.190 6.759 -5.492 0.313
H -1.248 6.480 -6.891 0.368
H -0.247 3.216 -4.400 0.137
H -1.395 4.354 -3.720 0.001
H 0.285 4.782 -4.012 0.273
H -2.084 8.642 -4.611 0.275
H -2.794 8.266 -6.059 0.261
C -5.148 -0.708 -2.734 -1.838
C -3.732 -0.484 -2.460 1.553
C -2.880 0.043 -3.622 -0.403
O -2.973 -0.769 -4.831 -0.434
C -2.497 -0.147 -5.978 -0.666
N -3.524 0.534 -1.465 -0.473
H -5.737 -0.919 -1.841 0.434
H -5.214 -1.533 -3.443 0.372
H -5.689 0.192 -3.026 0.383
H -3.304 -1.398 -2.048 -0.368
H -1.802 0.134 -3.487 0.206
H -3.286 0.992 -3.972 0.209
H -2.620 -0.668 -6.928 0.329
H -1.437 0.110 -5.992 0.183
H -3.076 0.759 -6.154 0.311
H -3.789 0.239 -0.536 0.305
H -2.516 0.552 -1.397 -0.524

***

Entry 2:
89
Properties=species:S:1:pos:R:3:mulliken_spin:R:1 method="wB97M-V/def2-TZVPD" homo_lumo_gap_ev="1.65 / 8.06" charge=-1 spin_multiplicity=2 largest_force_ev_per_a=6.27
C -1.409 6.067 -30.278 0.035
C -2.440 5.066 -29.955 0.023
C -3.790 5.283 -30.691 -0.042
C -4.487 6.564 -30.516 0.118
N -5.095 7.567 -30.236 -0.042
H -1.344 7.039 -29.789 -0.011
H -1.257 6.312 -31.329 -0.019
H -0.425 5.635 -30.096 -0.021
H -2.726 5.082 -28.903 0.080
H -2.104 4.077 -30.267 -0.076
H -4.484 4.545 -30.287 0.017
H -3.836 5.265 -31.779 -0.019
C -4.415 10.655 -25.373 0.195
C -5.405 9.494 -25.672 -0.351
C -4.953 8.710 -26.919 -0.131
C -3.693 7.930 -26.663 0.408
N -2.700 7.300 -26.431 -0.205
H -3.651 10.458 -24.621 0.161
H -4.877 11.511 -24.881 -0.126
H -3.998 11.147 -26.252 -0.093
H -6.460 9.736 -25.795 -0.022
H -5.566 8.938 -24.748 0.046
H -4.766 9.289 -27.824 -0.007
H -5.717 7.965 -27.140 0.256
C -4.195 10.078 -21.243 1.234
C -4.397 9.910 -19.851 -0.286
C -5.765 10.340 -19.389 0.149
S -6.187 11.877 -20.386 -0.124
O -5.727 13.122 -19.789 -0.010
O -7.598 11.864 -20.830 -0.004
C -5.064 11.372 -21.800 0.017
H -4.631 9.186 -21.693 0.172
H -3.158 10.243 -21.533 -0.637
H -3.692 10.538 -19.307 0.293
H -4.240 8.878 -19.537 -0.684
H -5.854 10.523 -18.319 0.031
H -6.449 9.573 -19.753 0.049
H -4.559 12.295 -22.084 0.041
H -5.653 10.975 -22.627 0.084
N -8.347 7.308 -22.569 -0.052
C -8.506 7.887 -23.797 0.071
C -8.642 9.235 -23.734 -0.090
C -8.648 9.508 -22.348 0.038
C -8.551 8.300 -21.680 0.327
H -8.299 6.305 -22.458 -0.105
H -8.557 7.152 -24.586 0.071
H -8.731 9.968 -24.522 0.015
H -8.866 10.517 -22.030 -0.049
H -8.477 8.096 -20.622 -0.079
N -9.689 13.983 -24.970 -0.006
C -9.755 14.427 -23.677 -0.003
C -8.821 13.683 -22.885 0.033
C -8.101 12.968 -23.825 0.055
C -8.681 13.057 -25.122 0.053
H -10.314 14.272 -25.709 -0.006
H -10.582 15.054 -23.381 -0.007
H -8.535 13.772 -21.847 0.006
H -7.163 12.457 -23.669 -0.001
H -8.427 12.755 -26.127 -0.066
N 0.504 6.095 -25.382 -0.093
C 1.500 6.512 -24.623 0.315
C 2.584 5.606 -24.720 -0.044
C 2.185 4.657 -25.604 0.030
C 0.894 4.954 -26.117 0.066
H -0.337 6.594 -25.635 0.017
H 1.339 7.517 -24.261 -0.131
H 3.542 5.600 -24.222 -0.026
H 2.790 3.821 -25.925 -0.015
H 0.310 4.407 -26.843 -0.033
N -8.630 4.904 -27.436 0.053
C -8.479 3.653 -26.935 0.081
C -7.563 3.795 -25.873 -0.054
C -7.312 5.120 -25.675 0.299
C -7.876 5.782 -26.739 0.338
H -9.178 5.213 -28.226 -0.034
H -8.980 2.862 -27.472 -0.086
H -7.136 2.969 -25.322 -0.044
H -6.643 5.621 -24.990 -0.256
H -7.863 6.825 -27.020 -0.136
N 0.177 10.357 -28.696 -0.105
C -1.076 10.170 -28.122 0.262
C -1.992 9.906 -29.167 0.015
C -1.234 10.018 -30.379 0.003
C 0.120 10.202 -30.039 0.056
H 1.037 10.400 -28.169 -0.029
H -1.229 10.260 -27.057 -0.109
H -3.052 9.764 -29.013 -0.007
H -1.614 9.872 -31.379 -0.026
H 0.977 10.106 -30.689 -0.011

***

Entry 3:
17
Properties=species:S:1:pos:R:3:mulliken_charge:R:1 method="wB97M-V/def2-TZVPD" homo_lumo_gap_ev=9.96 charge=+1 spin_multiplicity=1 largest_force_ev_per_a=8.51 de_lowest_ev=4.1212
C 0.634 -1.176 -0.916 -0.219
C 0.281 -0.009 -0.133 0.749
C -0.435 -0.251 1.378 -0.852
N -0.334 1.248 -0.630 -0.670
N -0.746 1.071 1.956 -0.094
N 0.517 -1.343 -2.403 -0.521
O 1.629 -0.324 -0.391 -0.460
H 0.552 -2.110 -0.295 0.306
H -1.197 -0.888 1.205 0.353
H 0.454 -0.769 1.956 0.324
H -0.813 1.691 1.155 0.370
H 0.498 1.886 -0.831 0.297
H -1.605 0.881 2.412 0.355
H -0.208 1.412 2.656 0.296
H 0.527 -0.408 -2.874 0.239
H -0.912 1.041 -1.441 0.275
H 1.158 -1.951 -2.804 0.253

***

Entry 4:
35
Properties=species:S:1:pos:R:3:mulliken_spin:R:1 method="wB97M-V/def2-TZVPD" homo_lumo_gap_ev="6.62 / 5.28" charge=+2 spin_multiplicity=4 largest_force_ev_per_a=4.70 de_lowest_ev=0.0000
Cl -2.376 -2.836 -0.215 0.292
C -1.375 -0.002 -2.717 0.088
C -1.083 0.934 -1.651 0.145
C -2.189 0.879 -0.722 0.029
H -0.325 1.704 -1.679 0.024
C -3.181 -0.015 -1.237 0.184
C -2.625 -0.623 -2.424 0.186
H -3.157 -1.352 -3.030 -0.002
H -0.793 -0.137 -3.617 0.007
H -2.299 1.511 0.155 0.008
C -4.491 -0.363 -0.625 0.011
Re -0.851 -1.152 -0.770 1.052
C -0.767 -0.574 1.068 0.092
O -0.702 -0.217 2.179 0.059
C 0.172 -2.836 -0.431 0.022
O 0.690 -3.850 -0.190 0.071
H -4.537 0.010 0.404 0.000
H -4.633 -1.452 -0.618 0.009
H -5.329 0.076 -1.184 0.018
C 2.184 2.651 -0.369 0.004
N 2.406 1.647 0.659 0.016
C 2.990 1.844 1.907 0.007
C 3.044 0.635 2.516 0.009
N 2.505 -0.291 1.633 0.008
C 2.480 -1.721 1.891 0.007
C 2.134 0.331 0.479 -0.013
Se 1.524 -0.415 -1.157 0.674
H 2.621 2.305 -1.316 -0.004
H 2.663 3.577 -0.037 0.000
H 1.109 2.818 -0.518 -0.004
H 3.326 2.811 2.235 0.001
H 3.418 0.320 3.473 0.001
H 3.281 -1.918 2.614 0.000
H 1.513 -2.018 2.327 -0.001
H 2.653 -2.281 0.966 -0.003

***

Entry 5:
28
Properties=species:S:1:pos:R:3:mulliken_charge:R:1 method="wB97M-V/def2-TZVPD" homo_lumo_gap_ev="5.92 / 5.91" charge=+2 spin_multiplicity=1 largest_force_ev_per_a=3.37
Rh -0.159 0.120 1.320 0.015
C 3.627 -1.486 -0.424 -1.316
C 2.253 -1.260 0.060 0.671
N 1.796 -0.065 0.336 0.777
N 2.392 1.044 0.011 -0.950
C 1.690 2.135 -0.177 0.751
N 2.261 3.265 -0.540 -0.345
S -0.078 2.073 -0.066 -0.139
C 1.267 -2.327 0.173 0.520
C 1.521 -3.662 -0.159 -0.511
C 0.475 -4.572 -0.147 -0.404
C -0.803 -4.137 0.168 -0.731
C -0.982 -2.799 0.510 -0.120
N 0.019 -1.941 0.516 -0.177
H 4.137 -0.536 -0.565 0.366
H 3.644 -2.060 -1.348 0.402
H 4.174 -2.068 0.320 0.374
H 3.267 3.339 -0.607 0.259
H 1.710 4.074 -0.796 0.210
H 2.511 -3.986 -0.435 0.410
H 0.654 -5.605 -0.399 0.467
H -1.647 -4.806 0.136 0.434
H -1.962 -2.413 0.769 0.439
Cl -0.489 1.579 3.342 0.050
C -0.611 0.242 4.492 -0.199
Cl -0.257 -1.217 3.574 0.010
H -1.628 0.186 4.882 0.374
H 0.131 0.366 5.279 0.363

***

Entry 6:
47
Properties=species:S:1:pos:R:3:mulliken_charge:R:1 method="wB97M-V/def2-TZVPD" homo_lumo_gap_ev=8.86 charge=-2 spin_multiplicity=1 largest_force_ev_per_a=2.47 de_lowest_ev=4.4791
S -0.178 -0.008 -0.346 0.487
O -0.003 1.237 0.321 -0.771
O 0.005 -1.103 0.601 -0.740
O -1.544 0.002 -0.809 -0.294
O 0.744 -0.132 -1.428 -0.288
O 2.548 -1.681 -2.256 -0.806
H 3.121 -1.112 -1.784 0.308
H 1.719 -1.143 -2.016 0.565
O -1.539 3.179 0.796 -0.767
H -1.106 2.317 0.586 0.306
H -2.340 2.999 0.235 0.462
O 1.268 -0.638 2.684 -0.825
H 0.838 -0.041 3.307 0.344
H 0.682 -0.705 1.933 0.350
O -0.069 0.015 -3.970 -0.689
H -0.767 -0.603 -3.902 0.257
H 0.461 -0.058 -3.154 0.391
O 3.135 0.428 0.673 -0.511
H 2.566 0.427 1.451 0.280
H 4.064 0.475 0.932 0.205
O -3.416 -1.333 -1.931 -0.746
H -3.093 -1.262 -2.834 0.274
H -2.656 -0.979 -1.441 0.409
O 1.842 2.947 0.156 -0.695
H 1.048 2.406 0.244 0.376
H 1.477 3.725 0.624 0.308
O -2.279 1.629 -2.621 -0.682
H -2.018 0.985 -1.936 0.455
H -2.767 1.180 -3.379 0.276
O 1.565 -3.056 0.642 -0.702
H 1.065 -3.869 0.875 0.295
H 0.919 -2.318 0.621 0.547
O 2.605 1.384 -2.104 -0.709
H 1.861 0.828 -1.752 0.255
H 2.330 1.616 -3.038 0.268
O -2.151 -2.590 0.777 -0.695
H -2.248 -2.897 1.694 0.265
H -1.333 -2.054 0.714 0.371
O 0.313 2.056 2.773 -0.775
H 0.187 1.786 1.839 0.637
H 1.206 1.877 3.040 0.308
O -0.018 -3.009 3.381 -0.680
H 0.326 -2.860 4.282 0.236
H 0.291 -2.236 2.872 0.405
O -3.291 0.841 0.827 -0.736
H -2.571 0.662 0.211 0.070
H -2.803 0.691 1.608 0.402

***

Entry 7:
20
Properties=species:S:1:pos:R:3:mulliken_spin:R:1 method="wB97M-V/def2-TZVPD" homo_lumo_gap_ev="4.18 / 5.56" charge=-1 spin_multiplicity=3 largest_force_ev_per_a=4.94
C 1.521 2.171 0.058 0.006
C 2.514 1.316 -0.202 0.338
C 0.138 1.916 0.157 0.123
C 2.592 -0.122 -0.146 -0.207
C -0.295 0.639 0.217 0.784
C 1.611 -1.038 -0.079 0.337
C -2.099 -1.022 1.424 0.042
C -1.872 -0.980 -1.400 0.034
P -1.991 0.248 0.002 0.217
S 1.247 -2.609 0.144 0.294
H 1.717 3.296 0.286 0.003
H 3.531 1.783 -0.270 0.038
H -0.492 2.702 0.090 0.023
H 3.455 -0.701 -0.330 -0.012
H -2.635 -1.954 1.035 -0.004
H -2.509 -0.713 2.439 -0.025
H -1.025 -1.240 1.591 0.010
H -1.057 -0.581 -1.875 0.011
H -2.709 -1.090 -2.119 -0.008
H -1.641 -2.021 -1.023 -0.002

***

Entry 8:
21
Properties=species:S:1:pos:R:3:mulliken_spin:R:1 method="wB97M-V/def2-TZVPD" homo_lumo_gap_ev="7.21 / 5.62" charge=-1 spin_multiplicity=2 largest_force_ev_per_a=1.08 de_lowest_ev=1.4896
C -0.068 -1.503 0.037 0.074
N 0.422 -0.646 -1.051 0.054
C -3.779 0.943 1.056 0.002
C 1.500 0.166 -0.786 0.471
C 2.801 -0.156 -1.252 0.104
O 3.860 0.346 -0.845 0.255
H 0.116 -1.106 1.039 -0.004
H -1.138 -1.587 -0.187 -0.004
H 0.392 -2.497 -0.057 -0.012
H -0.394 -0.099 -1.379 0.024
H -3.218 0.723 0.117 -0.002
H -4.080 1.995 1.081 0.000
H -3.033 0.765 1.838 0.000
H 1.358 1.094 -0.212 0.011
H 2.821 -0.948 -2.018 0.011
H -4.634 0.288 1.196 -0.001
H -2.936 -0.388 -1.903 0.000
O -2.259 0.003 -1.341 0.018
H 4.646 1.280 1.915 0.000
H 3.783 0.571 0.895 -0.005
O 3.840 0.756 1.858 0.004